# 1
The following is a quantum chemistry calculation of 2 unconnected molecules or ions with the total composition C2H6N2SSi in a non-equilibrium geometry, from the OMol25 dataset.

Calculated values
**Structure (SMILES)**: [H]/N=C1/CS1.N=[SiH2]
**Orbital gap**: 9.04 eV
**HOMO level**: -8.88 eV
**Energy above the lowest of the compared OMol25 structures with the same formula, charge and spin**: 105.7 kcal/mol

```
! wB97M-V def2-TZVPD RIJCOSX def2/J DEFGRID3
* xyz 0 1
H -3.27 2.34 0.97
N -3.03 1.35 1.15
C -1.95 0.82 1.26
C -1.19 -0.42 1.30
S -0.32 1.06 1.80
H -0.97 -1.00 0.36
H -1.32 -1.21 2.13
N 1.27 -1.39 -0.50
Si 1.58 0.13 -0.72
H 1.67 -2.28 -0.62
H 2.71 1.01 -0.40
H 0.28 0.68 -1.16
*
```


# 2
The following is a quantum chemistry calculation of a molecular structure, C39H44CoN9O4S2, from the OMol25 dataset.

Calculated values
**Expectation value of S²**: 0.82
**Orbital gap (spin up / spin down)**: 3.84 / 4.80 eV
**HOMO level (spin up / spin down)**: -2.29 / -3.26 eV
**Energy above the lowest of the compared OMol25 structures with the same formula, charge and spin**: 40.1 kcal/mol

```
! wB97M-V def2-TZVPD RIJCOSX def2/J DEFGRID3
* xyz -1 2
Co -0.49 0.24 -0.30
C -2.51 0.13 3.32
C -1.75 0.48 2.09
N -1.77 -0.19 0.99
N -2.51 -1.31 0.79
C -2.15 -1.80 -0.40
O -1.28 -1.29 -1.17
C -2.84 -3.04 -0.86
C -2.69 -3.43 -2.19
C -3.31 -4.58 -2.64
C -4.09 -5.34 -1.78
C -4.24 -4.95 -0.45
C -3.62 -3.80 0.00
C -0.83 1.63 2.02
C -0.66 2.57 3.02
C 0.21 3.63 2.80
C 0.88 3.73 1.60
C 0.68 2.74 0.64
N -0.14 1.73 0.86
H -3.04 -0.81 3.15
H -3.23 0.90 3.59
H -1.82 0.00 4.16
H -2.08 -2.83 -2.84
H -3.20 -4.88 -3.68
H -4.57 -6.25 -2.13
H -4.84 -5.54 0.22
H -3.73 -3.48 1.03
H -1.20 2.47 3.95
H 0.37 4.37 3.57
H 1.57 4.53 1.40
H 1.19 2.73 -0.31
C -5.14 -2.03 -5.29
O -5.66 -0.80 -5.73
C -4.76 0.24 -5.85
C -5.31 1.49 -6.12
C -4.49 2.60 -6.22
C -3.10 2.52 -6.02
C -2.57 1.23 -5.82
C -3.38 0.11 -5.72
N -2.39 3.71 -6.11
N -1.14 3.77 -5.68
C -0.71 3.12 -4.57
C 0.67 2.87 -4.46
C 1.22 2.05 -3.48
C 0.42 1.48 -2.49
O 0.86 0.64 -1.55
C -0.92 1.86 -2.46
N -1.64 1.39 -1.39
C -2.91 1.71 -1.26
C -3.56 2.56 -2.15
C -2.86 3.05 -3.24
C -1.52 2.69 -3.45
H -5.98 -2.71 -5.17
H -4.62 -1.93 -4.33
H -4.44 -2.46 -6.02
H -6.38 1.58 -6.25
H -4.91 3.57 -6.43
H -1.50 1.10 -5.73
H -2.92 -0.85 -5.55
H 1.30 3.27 -5.24
H 2.28 1.82 -3.48
H -3.42 1.29 -0.40
H -4.59 2.82 -1.99
H -3.34 3.71 -3.95
C 3.26 -0.22 6.29
C 1.98 -1.06 6.26
C 2.06 -2.23 5.27
C 1.94 -1.84 3.79
N 3.22 -1.62 3.14
C 3.54 -0.48 2.50
S 2.68 0.94 2.59
N 4.65 -0.56 1.69
C 5.84 -1.30 2.07
C 6.48 -0.82 3.38
C 6.66 0.69 3.46
C 7.57 1.25 2.37
H 3.18 0.58 7.03
H 3.45 0.24 5.32
H 4.12 -0.84 6.56
H 1.13 -0.42 5.99
H 1.79 -1.46 7.26
H 1.26 -2.94 5.50
H 3.00 -2.76 5.43
H 1.36 -0.92 3.66
H 1.42 -2.62 3.24
H 3.60 -2.44 2.68
H 4.82 0.33 1.25
H 6.54 -1.22 1.24
H 5.60 -2.37 2.15
H 7.45 -1.32 3.48
H 5.86 -1.16 4.21
H 7.07 0.94 4.44
H 5.68 1.17 3.41
H 8.56 0.79 2.41
H 7.70 2.33 2.48
H 7.16 1.08 1.37
O 2.33 -2.79 0.69
S 1.48 -1.89 -0.11
N 0.69 -0.90 0.67
*
```


# 3
The following is a quantum chemistry calculation of C4H9NO2 in the gas phase in a non-equilibrium geometry, from the OMol25 dataset.

Calculated values
**Structure (SMILES)**: C[C@H](CO)NC=O
**Orbital gap**: 10.53 eV
**HOMO level**: -9.64 eV
**Energy above the lowest of the compared OMol25 structures with the same formula, charge and spin**: 34.8 kcal/mol

```
! wB97M-V def2-TZVPD RIJCOSX def2/J DEFGRID3
* xyz 0 1
C -1.80 0.28 1.13
C -0.52 -0.05 0.33
C 0.73 0.50 1.04
O 1.28 -0.54 1.87
N -0.65 0.56 -1.00
C 0.00 -0.06 -2.03
O 0.90 -0.85 -1.86
H -2.70 -0.19 0.73
H -1.55 -0.01 2.15
H -1.95 1.36 1.10
H -0.36 -1.13 0.34
H 0.36 1.32 1.68
H 1.42 0.91 0.32
H 2.23 -0.43 1.72
H -1.05 1.47 -0.98
H -0.36 0.13 -3.05
*
```


# 4
The following is a quantum chemistry calculation of 2 unconnected molecules or ions with the total composition C7H11N2S in a non-equilibrium geometry, from the OMol25 dataset.

Calculated values
**Orbital gap**: 8.88 eV
**HOMO level**: -12.60 eV
**Energy above the lowest of the compared OMol25 structures with the same formula, charge and spin**: 65.0 kcal/mol

```
! wB97M-V def2-TZVPD RIJCOSX def2/J DEFGRID3
* xyz 1 1
C -1.68 -1.12 1.40
C -2.97 -1.42 1.04
C -1.85 0.20 -0.29
C 2.65 -0.51 -0.84
C 2.65 0.99 -0.51
C -1.43 1.24 -1.26
C 1.15 -0.18 1.21
N -1.06 -0.17 0.67
N 2.03 0.04 0.32
S -3.48 -0.44 -0.29
H -1.24 -1.45 2.24
H -3.60 -2.06 1.52
H 2.10 -0.93 -1.66
H 3.61 -1.09 -0.59
H 3.57 1.40 -0.28
H 2.16 1.60 -1.30
H -1.38 0.79 -2.21
H -2.20 1.95 -1.32
H -0.48 1.66 -1.05
H 0.64 0.67 1.75
H 0.81 -1.19 1.47
*
```


# 5
The following is a quantum chemistry calculation of 2 unconnected molecules or ions with the total composition C7H17N4 in a non-equilibrium geometry, from the OMol25 dataset.

Calculated values
**Orbital gap**: 9.32 eV
**HOMO level**: -11.91 eV
**Energy above the lowest of the compared OMol25 structures with the same formula, charge and spin**: 89.2 kcal/mol

```
! wB97M-V def2-TZVPD RIJCOSX def2/J DEFGRID3
* xyz 1 1
C 0.24 -1.61 -1.77
C -0.63 -0.73 -1.86
C 0.40 0.30 1.78
C 0.06 -0.67 2.88
C -1.98 1.32 -1.29
C 1.60 0.90 -0.22
C -1.90 -0.01 -1.99
N 1.25 0.02 0.83
N 1.34 -2.34 -1.78
N -0.28 1.46 1.78
N 1.96 -1.11 0.72
H 0.73 -0.39 3.65
H 0.16 -1.75 2.70
H -0.83 -0.38 3.39
H -1.98 1.28 -0.11
H -2.83 1.86 -1.67
H -1.01 1.99 -1.45
H 0.91 0.69 -1.04
H 1.48 1.94 0.05
H 2.68 0.67 -0.60
H -2.20 0.22 -2.98
H -2.67 -0.58 -1.52
H 1.32 -3.36 -1.73
H 2.14 -2.08 -2.23
H -0.98 1.68 2.50
H -0.47 2.10 0.97
H 1.73 -1.79 1.50
H 1.69 -1.47 -0.14
*
```


# 6
The following is a quantum chemistry calculation of 2 unconnected molecules or ions with the total composition C5H9N, from the OMol25 dataset.

Calculated values
**Orbital gap**: 8.25 eV
**HOMO level**: -7.25 eV
**Energy above the lowest of the compared OMol25 structures with the same formula, charge and spin**: 146.6 kcal/mol

```
! wB97M-V def2-TZVPD RIJCOSX def2/J DEFGRID3
* xyz 0 1
C -1.68 1.00 -0.09
C -1.84 -0.52 -0.17
C -0.54 0.10 0.06
N 0.69 0.00 -0.37
C 1.71 -1.04 -0.46
C 1.94 0.40 -0.24
H -1.77 1.57 -1.02
H -2.07 1.51 0.79
H -2.34 -1.02 0.66
H -2.05 -0.96 -1.15
H 0.59 0.41 1.94
H 1.77 -1.72 0.40
H 1.78 -1.53 -1.44
H 2.48 1.23 -0.67
H 1.32 0.57 1.75
*
```


# 7
The following is a quantum chemistry calculation of C22H27ClN2O3 in the gas phase, from the OMol25 dataset.

Calculated values
**Structure (SMILES)**: CCOc1cc(CNC2CCCC2)c(Cl)cc1OCC(=O)Nc1ccccc1
**Orbital gap**: 8.98 eV
**HOMO level**: -8.31 eV
**Energy above the lowest of the compared OMol25 structures with the same formula, charge and spin**: 15.9 kcal/mol

```
! wB97M-V def2-TZVPD RIJCOSX def2/J DEFGRID3
* xyz 0 1
C 1.62 0.01 2.17
C 0.38 0.33 2.99
O -0.76 -0.39 2.57
C -1.39 -0.09 1.40
C -1.14 1.04 0.64
C -1.81 1.30 -0.55
C -1.48 2.53 -1.36
N -0.82 2.13 -2.59
C -0.62 3.18 -3.57
C -0.20 2.57 -4.92
C 0.79 3.57 -5.51
C 1.57 4.04 -4.29
C 0.49 4.21 -3.22
C -2.76 0.39 -0.98
Cl -3.61 0.64 -2.46
C -3.04 -0.74 -0.23
C -2.38 -0.99 0.96
O -2.73 -2.16 1.58
C -2.62 -2.29 2.99
C -1.22 -2.70 3.48
O -0.89 -2.55 4.63
N -0.48 -3.27 2.49
C 0.86 -3.65 2.51
C 1.63 -3.65 3.67
C 2.96 -4.03 3.61
C 3.53 -4.42 2.41
C 2.76 -4.43 1.26
C 1.44 -4.05 1.30
H 1.85 -1.05 2.25
H 1.47 0.26 1.12
H 2.47 0.57 2.56
H 0.17 1.41 2.99
H 0.52 0.01 4.03
H -0.40 1.75 0.97
H -0.89 3.23 -0.75
H -2.41 3.03 -1.65
H 0.06 1.66 -2.39
H -1.58 3.69 -3.67
H -1.06 2.39 -5.56
H 0.29 1.61 -4.74
H 1.43 3.12 -6.27
H 0.26 4.41 -5.96
H 2.12 4.96 -4.47
H 2.28 3.27 -3.99
H 0.88 4.04 -2.21
H 0.09 5.22 -3.25
H -3.79 -1.44 -0.56
H -2.91 -1.37 3.50
H -3.32 -3.08 3.26
H -0.93 -3.30 1.58
H 1.18 -3.34 4.60
H 3.55 -4.03 4.52
H 4.57 -4.72 2.38
H 3.20 -4.73 0.32
H 0.84 -4.05 0.40
*
```


# 8
The following is a quantum chemistry calculation of a molecular structure, C5H5NO in a non-equilibrium geometry, from the OMol25 dataset.

Calculated values
**Orbital gap**: 10.93 eV
**HOMO level**: -10.10 eV
**Energy above the lowest of the compared OMol25 structures with the same formula, charge and spin**: 70.4 kcal/mol

```
! wB97M-V def2-TZVPD RIJCOSX def2/J DEFGRID3
* xyz 0 1
O -0.46 -1.62 0.15
C -0.26 -0.36 0.92
C -0.96 0.78 0.26
C 1.05 0.30 0.43
C 0.11 1.07 -0.49
C -0.37 -1.51 -1.13
N -0.28 -1.44 -2.29
H -0.43 -0.70 1.94
H -1.95 1.21 0.37
H 1.85 -0.35 0.07
H 1.43 1.00 1.18
H 0.26 1.63 -1.40
*
```


# 9
The following is a quantum chemistry calculation of a molecular structure, C43H47Cl3N3O3SbSi2Y in a non-equilibrium geometry, from the OMol25 dataset.

Calculated values
**Orbital gap**: 7.86 eV
**HOMO level**: -10.48 eV
**Energy above the lowest of the compared OMol25 structures with the same formula, charge and spin**: 19.2 kcal/mol

```
! wB97M-V def2-TZVPD RIJCOSX def2/J DEFGRID3
* xyz 1 1
Y -0.37 0.49 -1.43
C -4.05 4.00 0.08
Si -3.05 2.43 -0.36
C -3.40 1.09 0.96
C -3.61 1.77 -2.07
C -1.15 2.57 -0.50
C -0.83 3.35 -1.72
C -1.13 4.69 -1.92
C -0.83 5.29 -3.13
C -0.20 4.55 -4.12
C 0.11 3.23 -3.84
N -0.19 2.65 -2.68
Si -0.17 3.34 0.95
C 0.29 2.04 2.28
C 1.45 4.02 0.20
C -0.98 4.79 1.87
H -5.11 3.80 0.00
H -3.82 4.83 -0.57
H -3.86 4.32 1.10
H -4.35 1.29 1.45
H -2.64 1.07 1.73
H -3.48 0.10 0.51
H -4.66 1.47 -2.07
H -3.03 0.90 -2.39
H -3.49 2.53 -2.83
H -1.61 5.25 -1.13
H -1.08 6.33 -3.30
H 0.04 4.98 -5.08
H 0.60 2.61 -4.58
H 0.71 1.14 1.86
H -0.57 1.77 2.89
H 1.03 2.47 2.95
H 1.86 3.38 -0.57
H 2.22 4.16 0.96
H 1.28 4.99 -0.25
H -1.71 4.46 2.60
H -1.48 5.48 1.19
H -0.22 5.36 2.39
Cl 3.29 -3.34 -6.56
C 2.14 -2.42 -5.66
C 2.00 -2.65 -4.30
C 1.10 -1.89 -3.59
Cl 0.92 -2.09 -1.87
C 0.29 -0.88 -4.16
O -0.57 -0.20 -3.46
C 0.50 -0.68 -5.55
Cl -0.38 0.58 -6.31
C 1.39 -1.44 -6.29
H 2.58 -3.42 -3.82
H 1.50 -1.26 -7.34
O 2.96 -0.61 4.39
C 4.21 -0.19 3.88
N 3.97 0.36 2.58
C 4.64 -0.04 1.47
O 5.58 -0.79 1.48
C 4.08 0.53 0.20
C 4.89 1.21 -0.70
C 4.34 1.63 -1.90
C 3.01 1.37 -2.16
N 2.22 0.72 -1.30
C 2.75 0.31 -0.15
H 3.07 -0.96 5.28
H 4.91 -1.03 3.77
H 4.66 0.58 4.54
H 3.20 1.01 2.51
H 5.93 1.38 -0.47
H 4.94 2.16 -2.62
H 2.55 1.68 -3.09
H 2.11 -0.26 0.51
C -1.71 -2.94 5.73
C -1.82 -1.59 5.42
C -1.56 -1.14 4.14
C -1.20 -2.04 3.15
C -1.09 -3.39 3.45
C -1.34 -3.84 4.74
Sb -0.76 -1.46 1.10
C -2.41 -2.48 0.19
C -3.29 -3.25 0.94
C -4.31 -3.96 0.31
C -4.46 -3.89 -1.06
C -3.61 -3.09 -1.81
C -2.60 -2.38 -1.18
C 0.72 -3.04 1.03
C 0.45 -4.28 0.47
C 1.37 -5.31 0.60
C 2.56 -5.10 1.28
C 2.84 -3.85 1.81
C 1.92 -2.83 1.70
H -1.91 -3.29 6.72
H -2.11 -0.89 6.19
H -1.64 -0.08 3.92
H -0.81 -4.10 2.69
H -1.25 -4.89 4.96
H -3.20 -3.29 2.02
H -4.97 -4.57 0.90
H -5.24 -4.45 -1.55
H -3.73 -3.02 -2.88
H -1.95 -1.74 -1.79
H -0.47 -4.43 -0.07
H 1.14 -6.28 0.19
H 3.26 -5.91 1.40
H 3.76 -3.69 2.36
H 2.12 -1.87 2.17
*
```


# 10
The following is a quantum chemistry calculation of C2H4N2O3S in the gas phase in a non-equilibrium geometry, from the OMol25 dataset.

Calculated values
**Structure (SMILES)**: O=C(S)/C(=N\O)NO
**Orbital gap**: 9.39 eV
**HOMO level**: -9.36 eV
**Energy above the lowest of the compared OMol25 structures with the same formula, charge and spin**: 84.7 kcal/mol

```
! wB97M-V def2-TZVPD RIJCOSX def2/J DEFGRID3
* xyz 0 1
O -1.74 1.51 0.53
C -1.25 0.70 -0.22
S -2.03 0.35 -1.77
C 0.08 0.08 0.17
N 0.60 -1.06 -0.09
O -0.23 -1.87 -0.86
N 0.84 1.02 0.89
O 1.79 0.43 1.74
H -1.19 -0.65 -2.14
H 0.30 -2.70 -0.96
H 0.20 1.63 1.47
H 2.62 0.56 1.25
*
```


# 11
The following is a quantum chemistry calculation of a molecular structure, C41H24HfN9O5, from the OMol25 dataset.

Calculated values
**Orbital gap**: 4.98 eV
**HOMO level**: -3.61 eV
**Energy above the lowest of the compared OMol25 structures with the same formula, charge and spin**: 4.7 kcal/mol

```
! wB97M-V def2-TZVPD RIJCOSX def2/J DEFGRID3
* xyz -1 1
Hf 0.14 -0.46 0.22
C -5.52 2.47 -1.70
C -4.74 3.63 -1.75
C -3.36 3.56 -1.70
C -2.77 2.31 -1.60
C -1.35 1.98 -1.47
N -0.37 2.76 -1.33
C 0.92 2.40 -1.06
C 2.00 3.28 -0.96
C 2.15 4.68 -1.11
C 3.39 5.22 -0.95
C 4.53 4.42 -0.65
C 4.41 3.07 -0.50
C 3.14 2.48 -0.65
C 2.69 1.15 -0.57
N 3.53 0.07 -0.47
C 3.13 -1.15 -0.49
N 1.83 -1.65 -0.41
C 1.88 -3.04 -0.50
N 0.91 -3.87 -0.47
C -0.40 -3.46 -0.50
N -0.85 -2.21 -0.75
C -2.23 -2.28 -0.92
N -3.04 -1.23 -1.18
C -2.70 -0.03 -1.40
N -1.28 0.48 -1.46
C -3.54 1.15 -1.56
C -4.93 1.22 -1.60
C -2.66 -3.60 -0.72
C -3.92 -4.23 -0.75
C -3.98 -5.58 -0.52
C -2.81 -6.34 -0.26
C -1.57 -5.75 -0.23
C -1.50 -4.37 -0.45
C 3.29 -3.45 -0.64
C 3.87 -4.70 -0.79
C 5.25 -4.75 -0.94
C 6.01 -3.58 -0.94
C 5.42 -2.33 -0.80
C 4.05 -2.29 -0.64
N 1.34 1.11 -0.77
H -6.60 2.55 -1.74
H -5.23 4.59 -1.83
H -2.74 4.45 -1.72
H 1.29 5.29 -1.35
H 3.52 6.29 -1.06
H 5.49 4.90 -0.54
H 5.27 2.44 -0.28
H -5.52 0.31 -1.54
H -4.81 -3.65 -0.94
H -4.94 -6.08 -0.52
H -2.90 -7.41 -0.08
H -0.67 -6.32 -0.04
H 3.25 -5.59 -0.79
H 5.74 -5.71 -1.05
H 7.09 -3.66 -1.07
H 6.00 -1.42 -0.81
O 0.82 -1.16 4.12
C 0.70 -0.35 3.23
O 1.14 -0.52 2.00
C 0.01 1.00 3.45
C 0.50 2.05 2.45
C 0.05 3.45 2.86
C -1.46 3.41 2.52
C -1.62 1.98 2.00
O -0.36 1.77 1.31
C -1.53 0.95 3.13
C -2.02 -0.39 2.59
O -2.80 -1.09 3.18
O -1.57 -0.63 1.37
H 0.18 1.29 4.49
H 1.53 1.95 2.14
H 0.25 3.64 3.91
H 0.57 4.20 2.26
H -2.10 3.60 3.37
H -1.70 4.12 1.73
H -2.44 1.82 1.30
H -2.13 1.22 4.00
N -0.02 -0.40 -3.47
C -0.63 0.02 -2.59
*
```


# 12
The following is a quantum chemistry calculation of C6H10O in the gas phase, from the OMol25 dataset.

Calculated values
**Orbital gap**: 7.52 eV
**HOMO level**: -7.97 eV
**Energy above the lowest of the compared OMol25 structures with the same formula, charge and spin**: 74.5 kcal/mol

```
! wB97M-V def2-TZVPD RIJCOSX def2/J DEFGRID3
* xyz 0 1
C -1.69 1.03 -0.98
C -0.95 0.83 0.36
C -0.31 -0.52 0.36
C 2.03 0.39 0.36
O -1.22 -1.47 0.42
C 1.06 -0.78 0.26
C 1.60 -2.06 0.00
H -2.13 2.03 -1.03
H -2.48 0.28 -1.09
H -1.00 0.91 -1.82
H -1.66 0.90 1.19
H -0.20 1.61 0.51
H 3.04 -0.03 0.33
H 1.95 1.10 -0.47
H 1.93 0.96 1.30
H -0.75 -2.33 0.38
H 0.79 -2.83 -0.08
*
```


Electronic energy values, unit eV, following the record order: -23860.66245 -122056.69561 -9878.54976 -21243.28759 -13485.26399 -6814.63705 -44897.58071 -8800.36464 -116869.30808 -22093.16813 -67871.29906 -8428.01043.